Entry 1:
This record from OMol25 describes a molecular structure, C6H8F18HfO22S6 at a distorted geometry. The level of theory is ωB97M-V/def2-TZVPD.

Output
* charge: -2
* E_HOMO: -4.358 eV
* Kohn-Sham gap: 7.651 eV

Last column: Mulliken charge in e.
Cartesian coordinates (Å):
Hf: -8.03 19.50 19.37  2.88
C: -8.94 18.24 24.18  0.34
F: -10.23 18.47 23.92  -0.20
F: -8.35 19.31 24.69  -0.20
F: -8.92 17.25 25.08  -0.23
S: -8.03 17.71 22.61  1.32
O: -8.49 18.59 21.49  -0.40
O: -6.64 17.83 22.92  -0.64
O: -8.49 16.34 22.36  -0.85
C: -12.26 19.16 20.85  0.60
F: -11.30 18.73 21.65  -0.20
F: -13.39 18.54 21.12  -0.23
F: -12.41 20.47 21.04  -0.26
S: -11.72 18.87 19.06  1.24
O: -12.09 17.50 18.72  -0.73
O: -12.50 19.86 18.34  -0.80
O: -10.28 19.16 19.01  -0.70
C: -4.74 20.15 15.79  0.66
F: -5.48 20.98 15.05  -0.25
F: -5.17 18.91 15.64  -0.16
F: -3.48 20.19 15.41  -0.23
S: -4.93 20.69 17.60  1.39
O: -6.16 20.06 18.09  -0.87
O: -3.77 20.21 18.33  -0.67
O: -5.03 22.15 17.62  -0.92
C: -8.91 18.10 14.95  0.53
F: -9.42 17.32 14.00  -0.23
F: -7.82 18.72 14.47  -0.23
F: -9.83 19.02 15.27  -0.25
S: -8.39 17.14 16.48  1.26
O: -9.58 16.42 16.88  -0.85
O: -7.27 16.31 16.11  -0.63
O: -8.06 18.21 17.44  -0.36
C: -5.94 21.23 23.40  0.61
F: -7.30 21.22 23.41  -0.19
F: -5.52 22.42 23.80  -0.24
F: -5.56 20.29 24.25  -0.24
S: -5.31 20.79 21.67  1.28
O: -4.87 22.06 21.10  -0.77
O: -4.25 19.84 21.93  -0.66
O: -6.50 20.24 20.98  -0.59
C: -5.66 15.35 19.89  0.55
F: -6.86 15.05 19.40  -0.20
F: -5.69 15.22 21.21  -0.23
F: -4.77 14.49 19.39  -0.23
S: -5.10 17.13 19.45  1.16
O: -4.72 17.10 18.06  -0.69
O: -6.33 17.97 19.61  -0.20
O: -4.04 17.39 20.39  -0.68
O: -7.33 22.00 19.38  -0.22
H: -6.57 22.39 18.89  0.17
H: -7.67 22.69 19.94  0.16
O: -9.29 20.93 20.73  -0.30
H: -9.28 20.90 21.69  0.07
H: -9.76 21.74 20.49  0.23
O: -8.89 17.02 19.55  -0.24
H: -8.87 16.61 20.43  0.07
H: -9.47 16.47 19.01  0.25
O: -8.87 20.70 17.49  -0.42
H: -9.72 20.67 17.04  0.20
H: -8.31 21.29 16.97  0.21

***

Entry 2:
This record from OMol25 describes a molecular structure, C2H2AgFO2 at a distorted geometry. The level of theory is ωB97M-V/def2-TZVPD.

Output
* charge: -1
* expectation value of S²: 0.770
* E_HOMO (alpha / beta): -3.049 / -3.406 eV
* Kohn-Sham gap (alpha / beta): 6.693 / 7.064 eV
* multiplicity: 2

Last column: Mulliken spin population.
Cartesian coordinates (Å):
H: -1.06 0.93 0.33  0.11
O: -2.33 0.29 -0.12  0.46
C: -1.54 -0.15 0.79  0.07
C: -0.55 -1.12 0.47  0.19
O: 0.66 -0.78 0.25  0.14
Ag: 2.17 0.82 -0.58  0.01
F: 3.57 2.13 -1.29  0.00
H: -0.90 -2.12 0.14  0.03

***

Entry 3:
This record from OMol25 describes a molecular structure, C26H26IN9O6S2Ti. The level of theory is ωB97M-V/def2-TZVPD.

Output
* charge: +1
* expectation value of S²: 0.752
* E_HOMO (alpha / beta): -10.632 / -10.637 eV
* Kohn-Sham gap (alpha / beta): 7.504 / 7.516 eV
* multiplicity: 2

Last column: Mulliken spin population.
Cartesian coordinates (Å):
Ti: -0.24 0.70 0.61  0.98
C: 0.71 -0.08 -3.73  0.00
C: 0.48 -1.32 -2.94  0.00
N: 0.84 -2.48 -3.44  0.00
C: 0.68 -3.60 -2.72  0.00
C: 0.12 -3.63 -1.46  0.01
C: 0.14 -4.88 -0.65  0.00
O: 1.03 -4.64 0.46  0.00
C: -0.31 -2.40 -0.91  0.05
C: -0.99 -2.36 0.36  -0.03
N: -1.20 -1.29 1.05  -0.01
C: -2.00 -1.44 2.22  0.00
C: -1.64 -2.32 3.24  0.00
C: -2.42 -2.43 4.38  0.00
C: -3.57 -1.67 4.51  0.00
C: -3.95 -0.80 3.49  0.00
C: -3.16 -0.69 2.35  0.00
I: -3.72 0.59 0.81  0.00
C: -0.11 -1.23 -1.64  -0.02
O: -0.42 -0.04 -1.18  -0.03
H: 1.24 -0.33 -4.65  0.00
H: 1.28 0.65 -3.16  0.00
H: -0.24 0.40 -3.99  0.00
H: 1.04 -4.52 -3.17  0.00
H: 0.50 -5.71 -1.27  0.00
H: -0.85 -5.15 -0.27  0.00
H: 1.16 -5.47 0.93  0.00
H: -1.40 -3.30 0.73  0.00
H: -0.74 -2.92 3.13  0.00
H: -2.13 -3.12 5.16  0.00
H: -4.18 -1.76 5.39  0.00
H: -4.85 -0.22 3.58  0.00
O: 4.45 1.20 -3.06  0.00
C: 4.46 -0.12 -2.94  0.00
O: 5.06 -0.83 -3.70  0.00
C: 3.72 -0.72 -1.79  0.00
C: 3.70 -2.09 -1.59  0.00
N: 2.95 -2.31 -0.50  0.01
N: 2.45 -1.18 0.03  0.00
C: 2.92 -0.21 -0.75  0.00
C: 2.48 1.19 -0.48  -0.01
O: 2.95 2.14 -1.07  0.00
O: 1.55 1.29 0.43  -0.02
H: 3.93 1.63 -2.34  0.00
H: 4.16 -2.87 -2.16  0.00
H: 2.65 -3.19 -0.11  0.00
N: 1.04 -0.45 2.42  0.02
N: 0.83 -0.06 3.75  -0.01
C: 0.01 0.96 4.03  0.01
N: -0.11 1.32 5.31  0.00
S: -0.86 1.80 2.85  -0.02
H: 0.91 -1.45 2.34  0.00
H: 1.98 -0.21 2.11  0.01
H: 1.39 -0.48 4.47  0.00
H: 0.42 0.88 6.05  0.00
H: -0.68 2.11 5.54  0.00
N: -2.95 6.22 -3.09  0.00
C: -1.71 6.15 -2.57  0.00
S: -0.56 7.29 -2.75  0.00
C: -1.44 4.88 -1.82  0.00
C: -0.64 4.90 -0.68  0.00
C: -0.39 3.72 -0.02  0.02
N: -0.87 2.53 -0.43  0.01
C: -1.62 2.51 -1.54  0.02
C: -1.94 3.66 -2.24  0.00
H: -3.20 7.05 -3.60  0.00
H: -3.67 5.58 -2.83  0.00
H: -0.20 5.83 -0.33  0.00
H: 0.24 3.70 0.86  0.00
H: -1.97 1.54 -1.86  0.00
H: -2.53 3.57 -3.14  0.00

***

Entry 4:
This record from OMol25 describes 3 unconnected molecules or ions with the total composition C17H26Br2NO6 at a distorted geometry. The level of theory is ωB97M-V/def2-TZVPD.

Output
* charge: +1
* E_HOMO: -12.108 eV
* Kohn-Sham gap: 7.054 eV

Last column: Mulliken charge in e.
Cartesian coordinates (Å):
C: -2.36 1.16 -2.73  -0.67
C: -1.67 1.32 -4.22  0.29
Br: -2.82 1.47 -5.90  -0.08
C: -0.19 1.35 -4.37  -0.49
Br: 0.51 1.52 -6.26  -0.07
C: 0.91 1.26 -3.16  0.11
C: 1.72 -0.19 -2.97  -0.26
N: 2.81 -0.41 -1.92  -0.13
C: 3.23 0.71 -0.95  -0.38
C: 2.53 2.23 -0.98  -0.52
C: 1.35 2.47 -2.14  0.84
C: 0.61 3.93 -2.31  -0.98
H: -3.44 0.68 -2.93  0.33
H: -2.59 2.20 -2.20  0.28
H: -1.77 0.43 -2.01  0.13
H: 1.49 -1.10 -3.67  0.40
H: 3.34 -1.32 -1.82  0.32
H: 4.09 0.57 -0.15  0.52
H: 2.87 3.07 -0.23  0.36
H: 1.37 4.78 -2.02  0.39
H: 0.30 4.05 -3.45  0.32
H: -0.33 4.03 -1.60  0.28
C: 5.65 0.31 6.29  -1.10
C: 5.17 1.44 5.39  -0.16
O: 5.06 0.99 4.03  -0.34
C: 3.96 0.25 3.75  0.72
O: 3.07 -0.05 4.53  -0.54
O: 4.03 -0.11 2.44  -0.32
C: 2.98 -0.98 2.03  -0.42
H: 6.58 -0.12 5.90  0.30
H: 5.83 0.68 7.31  0.36
H: 4.92 -0.50 6.34  0.31
H: 5.91 2.25 5.40  0.29
H: 4.22 1.86 5.74  0.31
H: 2.00 -0.56 2.27  0.35
H: 3.10 -1.96 2.50  0.35
H: 3.04 -1.10 0.95  -0.07
C: -7.35 -3.29 -0.69  -1.10
C: -6.18 -3.44 -1.64  -0.17
O: -5.31 -2.30 -1.57  -0.33
C: -4.48 -2.27 -0.50  0.69
O: -4.39 -3.12 0.38  -0.55
O: -3.76 -1.12 -0.56  -0.23
C: -2.90 -0.92 0.57  -0.70
H: -7.87 -2.34 -0.86  0.29
H: -8.06 -4.12 -0.82  0.36
H: -7.02 -3.29 0.35  0.31
H: -6.55 -3.49 -2.67  0.29
H: -5.62 -4.37 -1.46  0.30
H: -2.25 -1.78 0.74  0.34
H: -3.50 -0.71 1.46  0.33
H: -2.27 -0.05 0.36  0.18

***

Entry 5:
This record from OMol25 describes 3 unconnected molecules or ions with the total composition C3H12O3 at a distorted geometry. The level of theory is ωB97M-V/def2-TZVPD.

Output
* charge: 0
* SMILES: CO.CO.CO
* E_HOMO: -9.480 eV
* Kohn-Sham gap: 9.979 eV

Last column: Mulliken charge in e.
Cartesian coordinates (Å):
C: -2.18 -2.15 -1.29  -0.83
O: -2.55 -1.12 -0.51  -0.51
H: -3.05 -2.73 -1.82  0.27
H: -1.80 -2.95 -0.85  0.39
H: -1.40 -1.99 -2.15  0.26
H: -1.64 -0.66 -0.45  0.53
C: 1.35 2.93 0.54  -0.62
O: 2.24 1.81 0.43  -0.58
H: 1.93 3.75 0.95  0.35
H: 0.61 2.65 1.09  0.28
H: 0.87 3.31 -0.40  0.25
H: 3.17 1.84 0.58  0.30
C: 0.33 -1.07 0.76  -0.70
O: -0.13 0.02 0.02  -0.58
H: 1.37 -0.96 0.92  0.43
H: 0.40 -2.00 0.10  0.25
H: -0.26 -1.20 1.84  0.19
H: 0.72 0.53 0.24  0.33

***

Entry 6:
This record from OMol25 describes a molecular structure, C11H60CdF6N2O26S2 at a distorted geometry. The level of theory is ωB97M-V/def2-TZVPD.

Output
* charge: 0
* E_HOMO: -6.768 eV
* Kohn-Sham gap: 5.656 eV

Last column: Mulliken charge in e.
Cartesian coordinates (Å):
Cd: 7.81 -1.03 -8.98  0.57
C: 8.34 -3.86 -12.15  0.70
F: 9.06 -4.58 -11.31  -0.20
F: 9.06 -2.81 -12.53  -0.23
F: 8.04 -4.56 -13.22  -0.20
S: 6.73 -3.36 -11.19  0.63
O: 5.65 -3.60 -12.10  -0.51
O: 6.69 -4.16 -9.98  -0.75
N: 6.98 -1.67 -10.74  0.00
S: 6.37 -0.73 -11.89  0.79
O: 6.98 0.58 -11.80  -0.64
O: 6.42 -1.26 -13.23  -0.58
C: 4.52 -0.50 -11.44  0.72
F: 3.80 -0.42 -12.55  -0.24
F: 4.10 -1.58 -10.80  -0.24
F: 4.35 0.58 -10.67  -0.23
C: 3.46 -0.48 -6.90  -0.91
C: 4.67 -0.61 -5.97  1.74
C: 4.03 -0.87 -4.55  -0.89
C: 4.91 -1.67 -3.59  -0.47
C: 5.36 -2.92 -4.28  -1.12
C: 6.09 -2.68 -5.56  3.53
N: 5.34 -1.82 -6.49  -0.22
O: 6.05 -1.55 -7.67  1.83
C: 6.23 -4.08 -6.17  -0.61
C: 7.54 -2.25 -5.17  -0.36
C: 5.52 0.73 -5.96  -0.94
H: 3.57 -0.13 -7.93  0.22
H: 2.67 0.16 -6.48  -0.31
H: 2.95 -1.44 -7.00  0.23
H: 3.18 -1.53 -4.76  -0.43
H: 3.74 0.07 -4.08  0.59
H: 4.40 -1.85 -2.64  0.15
H: 5.73 -1.03 -3.26  0.29
H: 4.60 -3.70 -4.41  -0.20
H: 5.99 -3.40 -3.52  0.30
H: 5.31 -4.42 -6.64  0.04
H: 6.61 -4.84 -5.47  0.31
H: 6.98 -4.14 -6.96  -1.38
H: 8.00 -2.91 -4.43  -0.30
H: 7.42 -1.26 -4.72  0.50
H: 8.17 -2.17 -6.05  -1.11
H: 4.97 1.44 -5.33  0.28
H: 5.78 0.99 -6.98  -0.22
H: 6.46 0.59 -5.43  0.05
O: 5.82 -6.78 -3.08  -0.53
H: 6.46 -6.18 -2.69  0.25
H: 6.05 -7.65 -2.73  0.24
O: 11.13 -2.61 -5.63  -0.63
H: 10.65 -3.33 -5.16  0.36
H: 11.32 -2.97 -6.50  0.31
O: 7.04 -0.66 -0.56  -0.63
H: 7.07 0.29 -0.68  0.31
H: 7.26 -1.03 -1.42  0.32
O: 0.78 -1.03 -2.55  -0.69
H: 0.65 -0.46 -3.34  0.40
H: 0.89 -1.92 -2.90  0.32
O: 8.56 2.77 -4.86  -0.62
H: 9.27 2.13 -4.88  0.30
H: 7.88 2.37 -4.31  0.31
O: 3.56 3.32 -3.57  -0.60
H: 4.33 3.89 -3.63  0.29
H: 2.99 3.61 -4.30  0.30
O: 10.09 -4.67 -4.02  -0.64
H: 9.21 -4.59 -3.63  0.28
H: 10.68 -4.81 -3.27  0.32
O: 8.72 -2.91 -8.53  -0.32
H: 8.63 -3.56 -7.81  0.10
H: 9.42 -3.27 -9.10  0.18
O: 7.58 -6.29 -8.65  -0.68
H: 6.91 -6.58 -8.00  0.43
H: 7.18 -5.55 -9.14  0.58
O: 8.94 -0.19 -7.25  -0.35
H: 9.23 -0.68 -6.46  0.22
H: 9.54 0.57 -7.30  0.22
O: 0.92 1.81 -7.63  -0.65
H: 1.82 2.14 -7.50  0.33
H: 0.81 1.13 -6.97  0.36
O: 2.08 -3.85 -4.91  -0.84
H: 2.86 -3.33 -4.70  0.27
H: 2.42 -4.66 -5.30  0.40
O: 2.99 -4.17 -2.12  -0.44
H: 3.55 -3.56 -1.63  0.25
H: 2.56 -4.70 -1.44  0.24
O: -0.24 0.56 -4.59  -0.69
H: -1.11 0.31 -4.24  0.33
H: -0.01 -0.16 -5.20  0.35
O: 0.16 -1.95 -5.69  -0.57
H: -0.43 -2.29 -6.37  0.24
H: 0.88 -2.61 -5.64  0.30
O: 3.46 -6.21 -4.54  -0.61
H: 4.23 -6.55 -4.06  0.31
H: 2.95 -5.74 -3.87  0.26
O: 3.41 3.44 -7.27  -0.57
H: 3.62 3.55 -8.20  0.28
H: 4.25 3.59 -6.81  0.27
O: 3.88 1.86 -1.17  -0.63
H: 3.14 2.29 -0.73  0.29
H: 3.67 1.91 -2.11  0.30
O: 3.60 -3.58 -8.56  -0.77
H: 3.66 -2.71 -8.95  0.30
H: 4.40 -3.65 -8.03  0.20
O: 7.15 1.00 -9.05  -0.42
H: 7.58 1.59 -8.42  0.28
H: 6.39 1.50 -9.38  0.22
O: 5.68 -7.01 -6.76  -0.63
H: 5.46 -7.90 -6.48  0.26
H: 5.02 -6.45 -6.34  0.26

***

Entry 7:
This record from OMol25 describes a single C9H10 molecule at a distorted geometry. The level of theory is ωB97M-V/def2-TZVPD.

Output
* charge: 0
* E_HOMO (alpha / beta): -7.412 / -7.813 eV
* Kohn-Sham gap (alpha / beta): 6.648 / 6.919 eV

Last column: Mulliken charge in e.
Cartesian coordinates (Å):
C: -0.56 -0.75 3.38  -0.67
C: -0.41 -0.20 2.28  -0.04
C: -0.59 1.31 0.16  0.75
C: -1.74 1.94 0.33  -0.97
C: 0.43 1.20 -0.97  -0.80
C: 0.21 -0.14 -1.76  -0.80
C: 1.18 -1.19 -1.12  -0.20
C: -0.14 0.56 1.26  -0.13
C: 0.90 -2.20 -0.30  -0.80
H: -2.19 1.88 1.28  0.36
H: -2.10 2.45 -0.52  0.31
H: 0.24 1.98 -1.63  0.40
H: 1.50 1.34 -0.61  0.42
H: -0.72 -0.51 -1.71  0.58
H: 0.45 -0.23 -2.84  0.33
H: 2.10 -0.79 -1.35  0.38
H: 1.70 -2.66 0.13  0.30
H: -0.14 -2.67 -0.16  0.23
H: -0.12 -1.34 4.13  0.32

***

Entry 8:
This record from OMol25 describes a single CHN3O molecule at a distorted geometry. The level of theory is ωB97M-V/def2-TZVPD.

Output
* charge: 0
* SMILES: c1nnno1
* E_HOMO: -11.997 eV
* Kohn-Sham gap: 12.469 eV

Last column: Mulliken charge in e.
Cartesian coordinates (Å):
C: 1.09 -0.05 0.01  0.15
N: 0.44 1.10 -0.01  -0.28
N: -0.90 0.73 -0.01  -0.14
N: -1.03 -0.53 0.03  0.01
O: 0.22 -1.07 -0.03  -0.13
H: 2.15 -0.20 0.10  0.39

***

Entry 9:
This record from OMol25 describes a single C3H9NSi molecule at a distorted geometry. The level of theory is ωB97M-V/def2-TZVPD.

Output
* charge: 0
* SMILES: C=N[SiH](C)C
* E_HOMO: -9.046 eV
* Kohn-Sham gap: 10.160 eV

Last column: Mulliken charge in e.
Cartesian coordinates (Å):
C: -2.37 -0.41 0.11  -0.23
N: -1.44 0.36 -0.17  -0.37
Si: 0.19 0.30 0.39  0.43
C: 1.27 1.74 -0.20  -0.98
C: 0.76 -1.41 -0.29  -1.01
H: -2.35 -1.11 1.00  0.20
H: -3.30 -0.39 -0.33  0.31
H: 0.11 0.05 1.83  -0.16
H: 2.30 1.83 0.24  0.30
H: 1.36 1.60 -1.25  0.30
H: 0.90 2.78 -0.12  0.31
H: 1.43 -1.88 0.46  0.30
H: -0.04 -2.15 -0.41  0.32
H: 1.18 -1.31 -1.27  0.29

***

Entry 10:
This record from OMol25 describes a single C3H10NOP molecule at a distorted geometry. The level of theory is ωB97M-V/def2-TZVPD.

Output
* charge: 0
* SMILES: CC(C)N[PH2]=O
* E_HOMO: -9.956 eV
* Kohn-Sham gap: 10.793 eV

Last column: Mulliken charge in e.
Cartesian coordinates (Å):
C: 0.08 1.06 0.87  -1.35
C: 0.17 -0.41 0.70  0.56
C: 1.65 -0.78 0.85  -1.39
N: -0.40 -0.85 -0.77  -0.33
P: -1.55 -0.02 -1.61  0.31
O: -1.91 -0.60 -2.91  -0.62
H: 0.23 1.34 1.96  0.37
H: 0.78 1.69 0.22  0.31
H: -0.91 1.50 0.58  0.37
H: -0.63 -0.93 1.36  0.19
H: 2.02 -1.73 0.60  0.39
H: 1.81 -0.35 1.76  0.43
H: 2.23 -0.04 0.18  0.35
H: 0.34 -1.23 -1.39  0.31
H: -2.72 0.04 -0.73  0.06
H: -1.19 1.33 -1.68  0.05

***

What did the third record say?
This record from OMol25 describes a molecular structure, C26H26IN9O6S2Ti. The level of theory is ωB97M-V/def2-TZVPD.

Output
* charge: +1
* expectation value of S²: 0.752
* E_HOMO (alpha / beta): -10.632 / -10.637 eV
* Kohn-Sham gap (alpha / beta): 7.504 / 7.516 eV
* multiplicity: 2

Last column: Mulliken spin population.
Cartesian coordinates (Å):
Ti: -0.24 0.70 0.61  0.98
C: 0.71 -0.08 -3.73  0.00
C: 0.48 -1.32 -2.94  0.00
N: 0.84 -2.48 -3.44  0.00
C: 0.68 -3.60 -2.72  0.00
C: 0.12 -3.63 -1.46  0.01
C: 0.14 -4.88 -0.65  0.00
O: 1.03 -4.64 0.46  0.00
C: -0.31 -2.40 -0.91  0.05
C: -0.99 -2.36 0.36  -0.03
N: -1.20 -1.29 1.05  -0.01
C: -2.00 -1.44 2.22  0.00
C: -1.64 -2.32 3.24  0.00
C: -2.42 -2.43 4.38  0.00
C: -3.57 -1.67 4.51  0.00
C: -3.95 -0.80 3.49  0.00
C: -3.16 -0.69 2.35  0.00
I: -3.72 0.59 0.81  0.00
C: -0.11 -1.23 -1.64  -0.02
O: -0.42 -0.04 -1.18  -0.03
H: 1.24 -0.33 -4.65  0.00
H: 1.28 0.65 -3.16  0.00
H: -0.24 0.40 -3.99  0.00
H: 1.04 -4.52 -3.17  0.00
H: 0.50 -5.71 -1.27  0.00
H: -0.85 -5.15 -0.27  0.00
H: 1.16 -5.47 0.93  0.00
H: -1.40 -3.30 0.73  0.00
H: -0.74 -2.92 3.13  0.00
H: -2.13 -3.12 5.16  0.00
H: -4.18 -1.76 5.39  0.00
H: -4.85 -0.22 3.58  0.00
O: 4.45 1.20 -3.06  0.00
C: 4.46 -0.12 -2.94  0.00
O: 5.06 -0.83 -3.70  0.00
C: 3.72 -0.72 -1.79  0.00
C: 3.70 -2.09 -1.59  0.00
N: 2.95 -2.31 -0.50  0.01
N: 2.45 -1.18 0.03  0.00
C: 2.92 -0.21 -0.75  0.00
C: 2.48 1.19 -0.48  -0.01
O: 2.95 2.14 -1.07  0.00
O: 1.55 1.29 0.43  -0.02
H: 3.93 1.63 -2.34  0.00
H: 4.16 -2.87 -2.16  0.00
H: 2.65 -3.19 -0.11  0.00
N: 1.04 -0.45 2.42  0.02
N: 0.83 -0.06 3.75  -0.01
C: 0.01 0.96 4.03  0.01
N: -0.11 1.32 5.31  0.00
S: -0.86 1.80 2.85  -0.02
H: 0.91 -1.45 2.34  0.00
H: 1.98 -0.21 2.11  0.01
H: 1.39 -0.48 4.47  0.00
H: 0.42 0.88 6.05  0.00
H: -0.68 2.11 5.54  0.00
N: -2.95 6.22 -3.09  0.00
C: -1.71 6.15 -2.57  0.00
S: -0.56 7.29 -2.75  0.00
C: -1.44 4.88 -1.82  0.00
C: -0.64 4.90 -0.68  0.00
C: -0.39 3.72 -0.02  0.02
N: -0.87 2.53 -0.43  0.01
C: -1.62 2.51 -1.54  0.02
C: -1.94 3.66 -2.24  0.00
H: -3.20 7.05 -3.60  0.00
H: -3.67 5.58 -2.83  0.00
H: -0.20 5.83 -0.33  0.00
H: 0.24 3.70 0.86  0.00
H: -1.97 1.54 -1.86  0.00
H: -2.53 3.57 -3.14  0.00

***

> Which value of charge does entry 2 give?

-1

***

> charge of number 1 (C6H8F18HfO22S6)?

-2